[1]
A molecular structure, C27H42BrKN4O5SSi in a non-equilibrium geometry. Source: the OMol25 dataset; level of theory: the ωB97M-V functional and the def2-TZVPD basis.

Properties
Frontier orbital gap   0.2228 hartree
Charge   -2
Maximum force   0.031 Eh/bohr

Geometry (Å):
K1 0.06917 -0.57382 -0.87048
N1 -3.63530 3.35300 2.43548
C1 -2.86398 2.18917 2.41173
S1 -3.70759 0.70607 2.36711
N2 -1.57520 2.44909 2.48800
N3 -0.74908 1.36638 2.28602
C2 0.35032 1.46785 2.92321
C3 1.41161 0.45132 2.84026
C4 2.31228 0.34239 3.90455
C5 3.25591 -0.66867 3.89079
C6 3.28637 -1.53804 2.81280
C7 2.37875 -1.33889 1.77834
N4 1.47176 -0.36241 1.78133
H1 -4.55317 3.21907 2.82293
H2 -3.12477 4.15741 2.76941
H3 0.50506 2.29240 3.62440
H4 2.24127 1.03089 4.73772
H5 3.95493 -0.77864 4.71245
H6 4.00542 -2.34417 2.74566
H7 2.38698 -1.96220 0.88586
O1 3.98132 -2.42207 -1.83157
C8 2.92396 -1.77090 -1.75440
O2 1.87285 -2.11172 -1.14456
C9 3.00749 -0.33750 -2.38490
C10 3.04437 0.77250 -1.31043
C11 3.76516 2.00787 -1.88548
C12 2.66795 2.58873 -2.81093
C13 1.54186 1.55661 -2.62501
O3 1.69499 1.25153 -1.22376
C14 1.90687 0.24860 -3.34779
C15 0.69959 -0.65266 -3.78398
O4 0.95987 -1.47238 -4.67766
O5 -0.41977 -0.41697 -3.24911
H8 3.96646 -0.35380 -2.89962
H9 3.38698 0.44865 -0.32949
H10 4.67588 1.73160 -2.41772
H11 4.02789 2.70773 -1.09018
H12 2.98157 2.67921 -3.85202
H13 2.33765 3.56851 -2.46133
H14 0.53301 1.90836 -2.82284
H15 2.39373 0.48678 -4.29525
C16 -0.83554 -6.77839 2.13658
C17 -0.42803 -5.32705 1.84128
C18 -0.27890 -5.15222 0.32012
C19 0.97074 -5.09889 2.43115
Si1 -1.68564 -4.06265 2.57686
Br1 -1.30110 -2.12657 1.59853
C20 -1.39153 -3.71692 4.45625
C21 -1.30132 -5.01280 5.27443
C22 -2.54032 -2.86673 5.01868
C23 -0.10444 -2.90686 4.68606
C24 -3.52302 -4.49972 2.16997
C25 -4.43955 -3.27063 2.29255
C26 -4.07293 -5.60302 3.08522
C27 -3.63848 -4.97234 0.71379
H16 -0.05271 -7.45152 1.76710
H17 -1.76365 -7.06028 1.63755
H18 -0.95681 -6.97328 3.20563
H19 0.42626 -5.90642 -0.04763
H20 0.13087 -4.17834 0.04894
H21 -1.21270 -5.28427 -0.22367
H22 1.68151 -5.74789 1.90702
H23 1.02807 -5.33858 3.49429
H24 1.30606 -4.06972 2.28995
H25 -2.20770 -5.61804 5.20221
H26 -1.15805 -4.76245 6.33304
H27 -0.45777 -5.63593 4.97277
H28 -3.48395 -3.41310 5.05029
H29 -2.68820 -1.94579 4.44846
H30 -2.29526 -2.58088 6.04886
H31 0.79983 -3.44780 4.41219
H32 -0.03624 -2.66460 5.75378
H33 -0.11095 -1.96589 4.13448
H34 -4.50338 -2.87987 3.30519
H35 -5.45123 -3.56319 1.98529
H36 -4.11800 -2.45130 1.64950
H37 -4.15395 -5.26832 4.12102
H38 -3.46640 -6.51112 3.07108
H39 -5.08200 -5.87673 2.75305
H40 -3.24650 -4.22927 0.01676
H41 -4.69843 -5.12132 0.47595
H42 -3.12516 -5.91597 0.52940

Löwdin charges in e: atom 1 (K): 0.749, atom 2 (N): -0.009, atom 3 (C): -1.008, atom 4 (S): 0.367, atom 5 (N): -0.073, atom 6 (N): 0.005, atom 7 (C): -0.145, atom 8 (C): -0.278, atom 9 (C): -0.052, atom 10 (C): -0.097, atom 11 (C): -0.072, atom 12 (C): -0.142, atom 13 (N): 0.092, atom 14 (H): 0.031, atom 15 (H): 0.056, atom 16 (H): 0.099, atom 17 (H): 0.097, atom 18 (H): 0.093, atom 19 (H): 0.098, atom 20 (H): 0.091, atom 21 (O): -0.043, atom 22 (C): -0.656, atom 23 (O): -0.188, atom 24 (C): -0.104, atom 25 (C): -0.264, atom 26 (C): -0.108, atom 27 (C): -0.112, atom 28 (C): -0.273, atom 29 (O): -0.181, atom 30 (C): -0.116, atom 31 (C): -0.694, atom 32 (O): -0.033, atom 33 (O): -0.175, atom 34 (H): 0.129, atom 35 (H): 0.150, atom 36 (H): 0.105, atom 37 (H): 0.102, atom 38 (H): 0.104, atom 39 (H): 0.102, atom 40 (H): 0.152, atom 41 (H): 0.135, atom 42 (C): -0.101, atom 43 (C): -0.618, atom 44 (C): -0.101, atom 45 (C): -0.100, atom 46 (Si): 0.433, atom 47 (Br): 0.627, atom 48 (C): -0.621, atom 49 (C): -0.099, atom 50 (C): -0.106, atom 51 (C): -0.116, atom 52 (C): -0.623, atom 53 (C): -0.120, atom 54 (C): -0.101, atom 55 (C): -0.109, atom 56 (H): 0.081, atom 57 (H): 0.058, atom 58 (H): 0.063, atom 59 (H): 0.088, atom 60 (H): 0.058, atom 61 (H): 0.060, atom 62 (H): 0.089, atom 63 (H): 0.059, atom 64 (H): 0.067, atom 65 (H): 0.063, atom 66 (H): 0.080, atom 67 (H): 0.057, atom 68 (H): 0.058, atom 69 (H): 0.069, atom 70 (H): 0.082, atom 71 (H): 0.057, atom 72 (H): 0.082, atom 73 (H): 0.047, atom 74 (H): 0.059, atom 75 (H): 0.082, atom 76 (H): 0.038, atom 77 (H): 0.059, atom 78 (H): 0.062, atom 79 (H): 0.080, atom 80 (H): 0.081, atom 81 (H): 0.081, atom 82 (H): 0.058

[2]
A molecular structure, C31H41N5SYb in a non-equilibrium geometry. Source: the OMol25 dataset; level of theory: the ωB97M-V functional and the def2-TZVPD basis.

Properties
Frontier orbital gap (spin up / spin down)   0.1061 / 0.1131 hartree
Charge   -1
Spin multiplicity   2
Maximum force   0.077 Eh/bohr

Geometry (Å):
Yb1 0.08510 -0.74154 -0.18416
N1 0.78683 -1.88119 1.69392
N2 2.69876 0.31948 1.45762
C1 -0.64006 1.93165 -1.04664
C2 -0.49375 2.20624 0.32026
C3 -1.53202 1.57152 1.02407
C4 -1.66259 1.94700 2.46720
H1 -0.69675 2.33547 2.83205
H2 -1.85094 1.07738 3.10703
H3 -2.42516 2.72657 2.65521
C5 -2.29862 0.81927 0.06064
C6 -3.54350 0.01917 0.09424
H4 -4.44973 0.63262 -0.11033
H5 -3.60890 -0.51391 1.04541
H6 -3.53689 -0.76238 -0.69035
C7 -1.71111 1.03492 -1.20345
C8 -2.15912 0.44440 -2.48761
H7 -2.52525 -0.58030 -2.34620
H8 -1.31394 0.39231 -3.18790
H9 -2.97198 1.02773 -2.95138
C9 0.50798 3.11505 0.92590
H10 0.09111 4.12884 1.08492
H11 1.38605 3.18003 0.26923
H12 0.87524 2.74754 1.89862
C10 0.09567 2.56218 -2.16137
H13 0.42946 1.76720 -2.84669
H14 0.97036 3.10821 -1.78712
H15 -0.54811 3.26443 -2.72587
C11 -0.15489 -2.80334 1.73967
H16 -0.52643 -3.32233 0.84635
C12 -0.95132 -2.86077 2.98671
H17 -1.62447 -3.72352 3.08582
C13 -0.27677 -2.36892 4.22941
H18 -0.59700 -2.72446 5.21295
C14 0.63393 -1.36594 4.07248
H19 0.96778 -0.67297 4.85142
C15 1.15749 -1.09823 2.75257
C16 2.00362 0.01314 2.59482
H20 2.29619 0.53725 3.50978
C17 2.17270 0.06906 0.18895
C18 4.02003 0.82959 1.39193
H21 4.56471 1.06408 2.29235
C19 4.34112 0.88113 0.09506
H22 5.26005 1.13638 -0.41215
N3 3.25495 0.36229 -0.61650
C20 3.21206 0.06016 -1.99889
C21 3.30360 1.08655 -2.95650
C22 3.10019 0.74267 -4.30138
H23 3.14741 1.52610 -5.05979
C23 2.86480 -0.57992 -4.68470
C24 2.74193 -0.94907 -6.13200
H24 1.70094 -1.14804 -6.41313
H25 3.31535 -1.85784 -6.34284
H26 3.11616 -0.14214 -6.76568
C25 2.75211 -1.56947 -3.70763
H27 2.58054 -2.60732 -4.00003
C26 2.90761 -1.26608 -2.34942
C27 2.84987 -2.36242 -1.31901
H28 3.85893 -2.58117 -0.92255
H29 2.49198 -3.28890 -1.79583
H30 2.20323 -2.15921 -0.43202
C28 3.56594 2.51615 -2.60151
H31 4.63918 2.75512 -2.62062
H32 3.18463 2.80115 -1.61506
H33 3.08378 3.16774 -3.34329
C29 -5.43084 -0.04306 4.21099
N4 -4.23055 -0.26437 3.40388
C30 -3.57669 -1.39003 3.08761
S1 -1.88741 -1.18646 2.70107
N5 -4.08732 -2.60448 2.96673
C31 -5.47138 -3.00798 2.79631
H34 -5.97603 -0.96498 4.38725
H35 -6.05292 0.69240 3.68597
H36 -5.15904 0.40623 5.17608
H37 -3.58334 0.54103 3.44053
H38 -3.41227 -3.29301 2.62731
H39 -5.66905 -3.29996 1.75916
H40 -5.68148 -3.88546 3.41439
H41 -6.13823 -2.21190 3.08105

Löwdin charges in e: atom 1 (Yb): 1.317, atom 2 (N): -0.144, atom 3 (N): -0.094, atom 4 (C): -0.325, atom 5 (C): -0.298, atom 6 (C): -0.253, atom 7 (C): -0.092, atom 8 (H): 0.062, atom 9 (H): -0.015, atom 10 (H): 0.080, atom 11 (C): -0.307, atom 12 (C): -0.089, atom 13 (H): 0.085, atom 14 (H): 0.007, atom 15 (H): 0.058, atom 16 (C): -0.372, atom 17 (C): -0.083, atom 18 (H): 0.053, atom 19 (H): 0.063, atom 20 (H): 0.082, atom 21 (C): -0.070, atom 22 (H): 0.085, atom 23 (H): 0.057, atom 24 (H): 0.060, atom 25 (C): -0.057, atom 26 (H): 0.063, atom 27 (H): 0.050, atom 28 (H): 0.084, atom 29 (C): -0.384, atom 30 (H): 0.042, atom 31 (C): -0.449, atom 32 (H): 0.086, atom 33 (C): -0.173, atom 34 (H): 0.085, atom 35 (C): -0.134, atom 36 (H): 0.098, atom 37 (C): -0.353, atom 38 (C): -0.156, atom 39 (H): 0.085, atom 40 (C): -0.171, atom 41 (C): -0.040, atom 42 (H): 0.109, atom 43 (C): -0.073, atom 44 (H): 0.113, atom 45 (N): -0.078, atom 46 (C): -0.146, atom 47 (C): -0.198, atom 48 (C): -0.012, atom 49 (H): 0.116, atom 50 (C): -0.282, atom 51 (C): -0.067, atom 52 (H): 0.081, atom 53 (H): 0.076, atom 54 (H): 0.070, atom 55 (C): -0.015, atom 56 (H): 0.116, atom 57 (C): -0.204, atom 58 (C): -0.050, atom 59 (H): 0.101, atom 60 (H): 0.077, atom 61 (H): 0.034, atom 62 (C): -0.056, atom 63 (H): 0.083, atom 64 (H): 0.066, atom 65 (H): 0.081, atom 66 (C): -0.105, atom 67 (N): -0.086, atom 68 (C): -0.712, atom 69 (S): 1.009, atom 70 (N): -0.065, atom 71 (C): -0.094, atom 72 (H): 0.050, atom 73 (H): 0.076, atom 74 (H): 0.065, atom 75 (H): 0.091, atom 76 (H): 0.096, atom 77 (H): 0.074, atom 78 (H): 0.073, atom 79 (H): 0.045

[3]
A molecular structure, C27H34IN10OPS6Sr. Source: the OMol25 dataset; level of theory: the ωB97M-V functional and the def2-TZVPD basis.

Properties
Frontier orbital gap   0.1957 hartree
Charge   -2
Maximum force   0.010 Eh/bohr

Geometry (Å):
Sr1 0.47988 0.22152 0.89629
C1 1.14048 0.88446 -4.24218
C2 1.38952 -0.57860 -3.89356
S1 1.91886 -0.71284 -2.17310
C3 2.04265 -2.49309 -1.96511
C4 0.78731 -3.32168 -2.25439
S2 -0.74995 -2.73796 -1.48022
C5 -1.80632 -2.60284 -2.94543
C6 -3.07730 -1.83037 -2.60763
S3 -2.84523 -0.17953 -1.90487
C7 -2.88465 0.86832 -3.37352
C8 -1.62707 0.87124 -4.23754
S4 -0.24489 1.64592 -3.36265
H1 0.98525 0.99658 -5.31753
H2 2.01711 1.48300 -3.98270
H3 2.17094 -0.97674 -4.54873
H4 0.48612 -1.15977 -4.07168
H5 2.31972 -2.60241 -0.91734
H6 2.86213 -2.88352 -2.57509
H7 0.97981 -4.34026 -1.91611
H8 0.59639 -3.36819 -3.32918
H9 -2.08594 -3.59822 -3.30362
H10 -1.26679 -2.10181 -3.74616
H11 -3.65668 -2.39330 -1.87084
H12 -3.70712 -1.74135 -3.49728
H13 -3.08866 1.87061 -2.99712
H14 -3.75272 0.59427 -3.97795
H15 -1.83172 1.41990 -5.16067
H16 -1.35075 -0.14791 -4.51061
S5 3.36614 -0.33542 0.86197
C9 3.51717 -1.90754 1.58953
C10 4.85750 -2.25237 2.01371
N1 5.93618 -2.49811 2.33666
C11 2.53687 -2.83996 1.78373
S6 0.85242 -2.70652 1.31547
C12 2.88813 -4.09585 2.39691
N2 3.14053 -5.11897 2.86639
I1 4.51130 5.11664 -1.81530
C13 3.24117 4.01848 -0.62882
C14 3.17832 4.00795 0.75128
N3 2.20637 3.15741 1.09054
N4 1.62868 2.60356 0.01138
C15 2.24902 3.12246 -1.04083
H17 3.74971 4.54044 1.49348
H18 1.87758 2.89272 2.09003
H19 1.95494 2.85020 -2.04270
C16 0.53616 0.55369 4.66254
C17 0.85090 1.24993 3.34209
O1 1.42953 2.35152 3.50233
H20 0.83056 1.15332 5.53250
H21 1.06170 -0.40830 4.66977
H22 -0.53271 0.31808 4.70382
N5 -1.57901 1.91450 0.42295
C18 -2.21075 2.80316 0.03412
C19 -3.00240 3.86774 -0.42494
C20 -4.07782 3.60101 -1.29903
N6 -4.95974 3.37530 -2.01515
C21 -2.74078 5.19627 -0.01552
N7 -2.55296 6.29023 0.30757
C22 -4.11000 -3.33194 3.74068
N8 -3.81743 -3.39900 2.31326
C23 -4.87827 -2.70494 1.58910
N9 -5.10511 -1.32862 2.02167
C24 -5.35428 -1.33524 3.46005
N10 -4.30606 -1.97528 4.25536
C25 -3.05435 -1.20308 4.19790
P1 -2.35639 -1.01266 2.48604
C26 -2.50203 -2.80635 2.02202
C27 -3.95116 -0.47573 1.69421
H23 -3.29572 -3.80581 4.29247
H24 -5.03102 -3.89302 3.92634
H25 -5.80937 -3.26128 1.73601
H26 -4.63803 -2.70458 0.52287
H27 -6.28754 -1.87781 3.63957
H28 -5.48079 -0.30565 3.80237
H29 -2.30566 -1.68627 4.83116
H30 -3.22968 -0.20998 4.62029
H31 -1.71857 -3.36412 2.53791
H32 -2.28391 -2.91700 0.95669
H33 -3.81868 -0.44231 0.61118
H34 -4.16828 0.55119 1.99990

Löwdin charges in e: atom 1 (Sr): 0.788, atom 2 (C): -0.557, atom 3 (C): -0.542, atom 4 (S): 0.792, atom 5 (C): -0.543, atom 6 (C): -0.516, atom 7 (S): 0.789, atom 8 (C): -0.549, atom 9 (C): -0.541, atom 10 (S): 0.842, atom 11 (C): -0.542, atom 12 (C): -0.528, atom 13 (S): 0.855, atom 14 (H): 0.074, atom 15 (H): 0.059, atom 16 (H): 0.083, atom 17 (H): 0.035, atom 18 (H): 0.007, atom 19 (H): 0.082, atom 20 (H): 0.074, atom 21 (H): 0.063, atom 22 (H): 0.077, atom 23 (H): 0.037, atom 24 (H): 0.054, atom 25 (H): 0.077, atom 26 (H): 0.031, atom 27 (H): 0.078, atom 28 (H): 0.076, atom 29 (H): 0.051, atom 30 (S): 0.442, atom 31 (C): -0.803, atom 32 (C): -0.319, atom 33 (N): 0.119, atom 34 (C): -0.781, atom 35 (S): 0.450, atom 36 (C): -0.327, atom 37 (N): 0.113, atom 38 (I): 0.785, atom 39 (C): -0.784, atom 40 (C): -0.159, atom 41 (N): -0.001, atom 42 (N): -0.029, atom 43 (C): -0.223, atom 44 (H): 0.116, atom 45 (H): 0.083, atom 46 (H): 0.063, atom 47 (C): -0.140, atom 48 (C): -0.431, atom 49 (O): -0.169, atom 50 (H): 0.055, atom 51 (H): 0.064, atom 52 (H): 0.024, atom 53 (N): 0.081, atom 54 (C): -0.233, atom 55 (C): -0.292, atom 56 (C): -0.281, atom 57 (N): 0.105, atom 58 (C): -0.270, atom 59 (N): 0.093, atom 60 (C): -0.208, atom 61 (N): -0.151, atom 62 (C): -0.204, atom 63 (N): -0.152, atom 64 (C): -0.211, atom 65 (N): -0.158, atom 66 (C): -0.344, atom 67 (P): 0.994, atom 68 (C): -0.363, atom 69 (C): -0.340, atom 70 (H): 0.124, atom 71 (H): 0.116, atom 72 (H): 0.118, atom 73 (H): 0.115, atom 74 (H): 0.117, atom 75 (H): 0.121, atom 76 (H): 0.084, atom 77 (H): 0.082, atom 78 (H): 0.055, atom 79 (H): 0.040, atom 80 (H): 0.024, atom 81 (H): 0.087